[1]
Computed, not measured: a cluster of 2 separate species, C26H28N3O2 in total in a non-equilibrium geometry, with the ωB97M-V functional and the def2-TZVPD basis.

Element x y z (Å)
O  6.187  2.065  2.146
O  -3.725  -0.008  3.597
N  0.088  -5.052  0.759
N  1.209  -6.453  2.039
N  1.759  -4.137  2.203
C  0.309  -0.855  2.708
C  2.705  -0.270  2.119
C  -0.742  -1.773  2.418
C  1.628  -1.179  2.281
C  -6.093  1.188  1.069
C  3.212  -5.926  3.224
C  -2.385  -0.263  3.311
C  5.019  1.381  2.059
C  4.000  -0.798  1.795
C  -0.058  0.323  3.433
C  -1.385  0.649  3.664
C  5.114  0.000  1.743
C  0.200  -7.273  1.425
C  6.192  3.426  2.635
C  1.082  -5.139  1.702
C  2.613  1.158  2.228
C  -4.124  2.247  2.767
C  -0.443  -6.342  0.409
C  -4.439  0.888  2.788
C  3.742  1.956  2.280
C  -2.059  -1.496  2.720
C  -4.812  3.075  1.874
C  -5.782  2.551  1.014
C  2.088  -6.930  3.072
C  -5.453  0.357  1.987
C  2.698  -4.497  3.256
H  -5.685  -0.704  2.074
H  3.759  -6.135  4.147
H  5.822  3.479  3.668
H  2.464  -7.923  2.798
H  1.812  -2.213  1.999
H  1.643  1.649  2.266
H  -6.839  0.759  0.399
H  -0.477  -2.718  1.941
H  7.243  3.713  2.600
H  3.905  -6.043  2.385
H  -2.858  -2.202  2.497
H  5.599  4.086  1.987
H  -6.298  3.201  0.304
H  -3.358  2.632  3.440
H  -0.148  -6.627  -0.606
H  3.658  3.026  2.486
H  -1.531  -6.358  0.501
H  4.089  -1.865  1.584
H  -1.660  1.594  4.135
H  1.545  -7.023  4.026
H  6.100  -0.391  1.500
H  0.713  0.987  3.820
H  -0.535  -7.614  2.166
H  0.638  -8.162  0.960
H  3.538  -3.798  3.172
H  -4.574  4.140  1.856
H  -0.077  -4.192  0.257
H  2.226  -4.325  4.240

The total charge is +1. The value obtained for the orbital gap is 5.9 eV. The value obtained for the HOMO energy is -10.7 eV. The LUMO energy comes out at -4.81 eV. Its energy above the lowest of the compared OMol25 structures with the same formula, charge and spin is 0.0 kcal per mole.

[2]
Computed, not measured: a cluster of 2 separate species, C26H28N4O4 in total in a non-equilibrium geometry, with the ωB97M-V functional and the def2-TZVPD basis.

Element x y z (Å)
O  -3.102  -5.114  0.609
O  -3.861  0.957  1.463
O  -2.738  -6.186  -1.277
O  -3.516  -1.208  1.591
N  -2.098  5.436  3.269
N  -3.545  -0.147  0.909
N  -2.957  -5.129  -0.638
N  5.713  -3.056  -1.439
C  -2.424  2.947  0.540
C  -3.042  -3.880  -1.318
C  5.941  -4.172  -0.542
C  4.499  -2.351  -1.438
C  -3.243  -1.379  -2.568
C  3.009  -0.749  -0.399
C  1.980  -1.049  -1.336
C  -3.133  -2.710  -0.533
C  0.290  0.468  -0.269
C  -2.514  5.078  4.614
C  -3.190  -1.427  -1.142
C  -3.227  -0.175  -0.422
C  -3.105  -2.535  -3.336
C  0.699  -0.424  -1.254
C  2.281  -1.999  -2.359
C  -1.468  6.745  3.178
C  -0.532  3.745  2.431
C  6.919  -2.450  -1.962
C  -0.941  1.145  -0.290
C  -1.770  4.420  2.360
C  -2.692  4.022  1.364
C  -0.265  2.672  1.601
C  -1.201  2.227  0.617
C  3.503  -2.633  -2.407
C  -2.975  -3.792  -2.725
C  4.232  -1.381  -0.447
H  -1.654  5.008  5.305
H  -3.426  -0.405  -3.019
H  0.200  4.075  3.176
H  -2.792  -4.698  -3.308
H  -3.641  4.556  1.290
H  2.833  0.010  0.366
H  -3.103  -2.453  -4.424
H  3.738  -3.387  -3.163
H  -3.032  4.110  4.588
H  -3.147  2.663  -0.213
H  -1.253  6.973  2.125
H  5.005  -1.171  0.294
H  6.450  -3.867  0.390
H  -0.030  -0.682  -2.023
H  -1.541  1.051  -1.206
H  -3.216  -2.751  0.547
H  -0.527  6.797  3.754
H  7.527  -3.234  -2.431
H  -2.156  7.503  3.579
H  1.529  -2.215  -3.122
H  -3.199  5.852  4.985
H  -3.517  0.727  -0.970
H  0.695  2.168  1.721
H  1.006  0.670  0.539
H  4.979  -4.638  -0.284
H  6.575  -4.911  -1.052
H  7.521  -1.966  -1.173
H  6.649  -1.697  -2.715

The total charge is 0. The value obtained for the orbital gap is 4.9 eV. The value obtained for the HOMO energy is -7.3 eV. The LUMO energy comes out at -2.38 eV. Its energy above the lowest of the compared OMol25 structures with the same formula, charge and spin is 297.5 kcal per mole.

[3]
Computed, not measured: an isolated molecule of C26H28N6O2 in a non-equilibrium geometry, with the ωB97M-V functional and the def2-TZVPD basis.

Element x y z (Å)
O  1.726  -1.600  -2.340
O  -2.601  3.005  0.110
N  -2.767  0.307  -1.254
N  -4.021  -1.215  -0.531
N  -2.781  -1.656  -0.364
N  -0.060  0.419  -0.013
N  -4.034  -0.062  -1.055
N  1.955  -3.488  -1.140
C  0.795  -6.135  1.832
C  -2.524  5.057  -0.987
C  1.597  -4.380  -0.164
C  -0.499  -0.675  -0.877
C  0.159  -2.005  -0.592
C  0.086  -4.976  1.633
C  1.316  -2.306  -1.431
C  -3.145  2.731  -1.168
C  0.833  2.437  1.658
C  2.190  4.407  1.973
C  2.951  4.065  0.867
C  -0.299  0.219  1.403
C  -1.802  4.168  0.023
C  2.652  2.916  0.160
C  1.904  -6.423  1.039
C  -0.225  -2.860  0.380
C  0.477  -4.078  0.632
C  -0.333  1.588  2.074
C  2.322  -5.567  0.040
C  -1.986  -0.714  -0.816
C  1.598  2.097  0.545
C  -3.015  4.024  -2.002
C  1.141  3.596  2.361
C  -2.407  1.562  -1.847
C  1.307  0.841  -0.230
C  3.515  -5.890  -0.811
H  -1.101  -2.651  0.974
H  2.416  5.304  2.531
H  0.545  3.859  3.224
H  -1.261  -0.278  1.540
H  -2.675  1.536  -2.908
H  -0.205  -0.399  -1.902
H  -4.189  2.434  -1.016
H  4.283  -5.121  -0.714
H  -0.790  3.918  -0.327
H  2.450  -7.340  1.208
H  -2.273  3.888  -2.790
H  -0.349  1.473  3.160
H  -1.330  1.694  -1.726
H  2.749  -3.705  -1.729
H  -1.872  5.808  -1.425
H  -1.255  2.094  1.775
H  3.242  2.643  -0.704
H  0.496  -6.831  2.602
H  3.948  -6.839  -0.507
H  3.234  -5.966  -1.861
H  -3.368  5.552  -0.507
H  2.031  0.062  0.082
H  1.463  1.011  -1.298
H  3.773  4.693  0.557
H  0.483  -0.413  1.859
H  -1.734  4.600  1.021
H  -3.961  4.303  -2.460
H  -0.777  -4.740  2.236

The total charge is 0. The value obtained for the orbital gap is 8.6 eV. The value obtained for the HOMO energy is -8.5 eV. The LUMO energy comes out at 0.18 eV. Its energy above the lowest of the compared OMol25 structures with the same formula, charge and spin is 2.4 kcal per mole.

[4]
Computed, not measured: a cluster of 2 separate species, C26H28NO in total in a non-equilibrium geometry, with the ωB97M-V functional and the def2-TZVPD basis.

Element x y z (Å)
O  3.418  0.377  2.311
N  0.642  0.165  2.353
C  -0.683  -1.975  -1.390
C  -0.877  -2.388  -0.053
C  1.254  1.496  2.433
C  -2.050  -4.383  -0.762
C  -1.876  -4.000  -2.099
C  0.855  0.719  -3.563
C  -0.896  3.074  0.245
C  1.208  -1.675  -3.694
C  -1.072  0.574  0.140
C  -0.557  0.021  3.140
C  1.792  -0.264  -5.574
C  -3.043  3.146  2.051
C  2.727  1.513  2.815
C  2.903  -0.836  2.849
C  0.003  -0.720  -1.699
C  1.469  -1.058  2.398
C  -1.214  -2.814  -2.409
C  -0.069  0.380  -0.795
C  -1.528  1.867  0.620
C  0.699  -0.562  -2.977
C  1.721  -1.532  -4.981
C  -2.667  1.943  1.464
C  -1.292  4.284  0.819
C  -2.352  4.325  1.734
C  -1.545  -3.569  0.261
C  1.373  0.860  -4.850
H  0.675  1.173  -0.927
H  -2.258  -4.630  -2.905
H  -1.672  -3.846  1.308
H  -3.238  1.029  1.656
H  -1.137  -0.823  2.743
H  -0.100  3.053  -0.505
H  1.139  1.974  1.446
H  -3.881  3.169  2.750
H  -1.801  -0.229  0.291
H  1.441  1.854  -5.295
H  1.178  -2.666  -3.240
H  -2.575  -5.308  -0.517
H  3.215  2.376  2.341
H  2.174  -0.153  -6.592
H  -1.162  0.930  3.077
H  3.537  -1.629  2.429
H  0.979  -1.779  3.066
H  1.493  -1.485  1.382
H  2.805  1.577  3.918
H  -2.651  5.271  2.187
H  -0.491  -1.757  0.751
H  -0.771  5.202  0.540
H  2.054  -2.417  -5.529
H  2.947  -0.844  3.956
H  0.678  2.098  3.150
H  -0.325  -0.183  4.204
H  0.516  1.599  -3.016
H  -1.107  -2.522  -3.456

The total charge is +1. The value obtained for the orbital gap is 5.7 eV. The value obtained for the HOMO energy is -10.8 eV. The LUMO energy comes out at -5.14 eV. Its energy above the lowest of the compared OMol25 structures with the same formula, charge and spin is 30.1 kcal per mole.

[5]
Computed, not measured: a cluster of 3 separate species, C26H29BF6NO7 in total in a non-equilibrium geometry, with the ωB97M-V functional and the def2-TZVPD basis.

Element x y z (Å)
F  3.495  -5.160  0.327
F  3.667  -3.848  3.144
F  4.703  -5.715  1.976
F  1.288  2.181  -2.654
F  5.520  -4.520  0.426
F  5.071  -2.653  1.995
O  -0.394  -3.655  1.092
O  -0.775  0.208  1.488
O  -4.023  -3.632  2.122
O  0.344  5.802  -0.986
O  4.566  7.640  -3.602
O  -2.203  -2.238  0.560
O  -9.044  -1.974  1.830
N  -0.545  -0.724  -1.225
C  1.310  6.229  -1.587
C  2.087  5.357  -2.501
C  0.284  -0.690  -2.480
C  -6.232  -3.857  2.888
C  0.124  -1.376  -0.044
C  2.821  8.094  -2.088
C  -5.179  -3.246  2.050
C  -5.575  -2.156  1.128
C  -0.697  3.555  0.757
C  1.951  1.086  -3.155
C  -6.836  -1.740  1.057
C  1.231  -0.938  2.194
C  -1.014  0.672  -0.969
C  1.759  7.633  -1.432
C  2.828  -2.774  1.291
C  -1.020  2.383  0.684
C  4.449  -4.747  1.144
C  -7.495  -3.444  2.819
C  4.021  -3.453  1.916
C  1.671  -0.081  -2.248
C  3.601  7.223  -3.003
C  2.652  -1.313  1.744
C  -7.898  -2.352  1.897
C  -1.417  0.985  0.499
C  0.443  -0.344  1.047
C  3.149  5.816  -3.157
B  -0.882  -2.470  0.559
H  0.702  -1.741  2.699
H  -0.257  -0.044  -3.161
H  -0.306  1.422  -1.296
H  3.165  9.116  -1.988
H  -0.468  4.554  0.500
H  1.827  0.284  -1.237
H  -0.604  -3.633  2.035
H  3.014  1.299  -3.102
H  -5.918  -4.652  3.552
H  -1.370  -1.270  -1.465
H  2.898  -0.658  0.910
H  -1.901  0.811  -1.576
H  0.391  -1.670  -2.930
H  1.742  4.338  -2.600
H  2.912  -2.864  0.212
H  -2.679  -3.018  0.913
H  -8.281  -3.878  3.424
H  1.178  8.252  -0.760
H  3.731  5.196  -3.828
H  3.377  -1.069  2.509
H  0.997  -1.930  -0.371
H  -2.494  0.957  0.604
H  -7.148  -0.945  0.392
H  2.439  -0.827  -2.426
H  1.706  0.909  -4.199
H  1.943  -3.331  1.577
H  1.056  0.480  0.668
H  -4.787  -1.723  0.525
H  1.331  -0.133  2.916

The total charge is +1. The value obtained for the orbital gap is 8.3 eV. The value obtained for the HOMO energy is -12.2 eV. The LUMO energy comes out at -3.88 eV.

[6]
Computed, not measured: a structure of composition C26H29ClHoPSi in a non-equilibrium geometry, with the ωB97M-V functional and the def2-TZVPD basis.

Element x y z (Å)
Ho  1.086  -0.417  3.024
Cl  3.078  0.719  2.085
P  0.113  -0.147  -1.875
Si  -0.691  1.777  3.720
C  2.578  -1.340  -1.653
C  1.042  4.229  -2.860
C  2.239  -3.054  -3.872
C  0.471  3.901  -1.633
C  0.865  1.968  4.842
C  -1.941  -2.004  -1.966
C  1.451  -2.801  3.028
C  -1.072  3.447  2.917
C  -2.576  0.274  -2.575
C  -4.212  -1.504  -2.629
C  -0.552  -2.201  2.004
C  -3.880  -0.145  -2.788
C  1.192  -2.223  -3.477
C  0.511  1.571  -2.281
C  1.406  3.243  -3.799
C  0.225  2.566  -1.317
C  3.448  -3.004  -3.168
C  -2.136  1.182  4.774
C  -3.248  -2.423  -2.197
C  0.483  -2.556  4.034
C  1.158  1.909  -3.498
C  1.381  -1.312  -2.415
C  -1.568  -0.669  -2.247
C  0.829  -2.548  1.756
C  -0.759  -2.170  3.417
C  3.617  -2.171  -2.055
H  2.667  -0.693  -0.778
H  -1.891  0.240  5.292
H  -5.232  -1.835  -2.816
H  -0.183  2.275  -0.351
H  -1.718  -2.065  3.915
H  2.470  -3.185  3.182
H  1.738  2.377  4.312
H  0.232  -2.256  -4.001
H  -0.203  3.784  2.330
H  1.223  -2.850  0.778
H  0.219  4.685  -0.916
H  4.274  -3.650  -3.480
H  -2.311  1.332  -2.662
H  1.873  3.512  -4.747
H  -3.526  -3.472  -2.040
H  -1.336  4.259  3.616
H  0.628  -2.707  5.109
H  -1.332  -2.202  1.251
H  -1.916  3.319  2.222
H  2.111  -3.731  -4.716
H  1.158  1.053  5.398
H  -2.992  0.990  4.118
H  0.576  2.714  5.597
H  -2.447  1.915  5.544
H  4.558  -2.175  -1.502
H  1.445  1.114  -4.194
H  -4.652  0.574  -3.077
H  -1.202  -2.698  -1.579
H  1.229  5.278  -3.105

The total charge is 0. The value obtained for the orbital gap (spin up / spin down) is 6.6 / 6.6 eV. The value obtained for the HOMO energy (spin up / spin down) is -6.7 / -6.6 eV. Its spin multiplicity is 5. The LUMO energy (spin up / spin down) comes out at -0.12 / -0.02 eV. Its expectation value of S² is 6.006.